The following is a DFT calculation (ωB97M-V with the def2-TZVPD basis set) of a cluster of 2 separate species, CHF4N in total.

Calculated values
Gap between HOMO and LUMO (alpha / beta) ... 10.849 / 8.933 eV
Largest force on an atom ... 0.0956 hartree/bohr
Relative energy (zero: lowest compared OMol25 entry of this formula, charge and spin) ... 86.9 kcal per mole
Net charge ... 0
LUMO level (alpha / beta) ... -0.286 / -0.815 eV
Electronic energy ... -492.71659 a.u.

Element x y z (Å)
F1 -1.40 -0.18 0.13
F2 1.19 -1.19 -0.62
F3 1.97 0.74 -0.16
F4 1.68 -0.72 1.44
N1 -2.21 0.85 -0.07
C1 1.23 -0.28 0.27
H1 -2.45 0.78 -0.98

The following is a DFT calculation (ωB97M-V with the def2-TZVPD basis set) of a structure of composition C19H15MnN5O4SSe.

Calculated values
Gap between HOMO and LUMO (alpha / beta) ... 7.948 / 3.814 eV
Largest force on an atom ... 0.0179 hartree/bohr
Relative energy (zero: lowest compared OMol25 entry of this formula, charge and spin) ... 11.6 kcal per mole
Net charge ... +1
Expectation value of S² ... 6.04
LUMO level (alpha / beta) ... -3.827 / -6.708 eV
Multiplicity ... 5
Electronic energy ... -5258.13153 a.u.

Element x y z (Å)
Se1 -6.70 0.39 -1.70
Mn1 0.38 0.73 1.15
S1 4.46 -2.05 -3.20
O1 1.35 1.98 1.96
O2 5.29 -0.92 -3.59
O3 5.16 -3.31 -3.10
O4 3.29 -2.14 -4.07
N1 -1.39 1.77 1.15
N2 -0.74 -0.42 -0.21
N3 -5.89 1.49 -0.56
N4 -5.24 -0.60 -1.95
N5 1.58 -0.85 1.83
C1 -2.01 0.01 -0.33
C2 -0.35 -1.44 -0.97
C3 -3.91 2.90 1.12
C4 2.84 -0.10 -0.10
C5 -4.65 1.08 -0.45
C6 2.88 -2.45 0.46
C7 3.82 -1.68 -1.60
C8 -4.29 -0.08 -1.22
C9 -2.90 3.47 1.86
C10 -1.20 -2.10 -1.84
C11 -3.66 1.74 0.38
C12 3.55 -2.72 -0.72
C13 2.49 -1.15 0.74
C14 -2.94 -0.61 -1.17
C15 -2.38 1.20 0.43
C16 3.51 -0.37 -1.28
C17 -1.64 2.87 1.84
C18 1.90 2.18 3.23
C19 -2.52 -1.69 -1.94
H1 2.06 -0.73 2.71
H2 3.78 0.43 -1.96
H3 2.61 0.93 0.18
H4 -0.82 -2.92 -2.44
H5 -0.80 3.29 2.38
H6 2.62 -3.25 1.15
H7 2.96 2.43 3.15
H8 3.85 -3.73 -0.97
H9 1.80 1.29 3.87
H10 1.40 3.00 3.74
H11 -4.91 3.33 1.10
H12 0.68 -1.75 -0.89
H13 -3.22 -2.18 -2.60
H14 -3.05 4.37 2.43
H15 0.96 -1.65 1.95

The following is a DFT calculation (ωB97M-V with the def2-TZVPD basis set) of an isolated molecule of C2H3N5O.

Calculated values
Gap between HOMO and LUMO ... 7.761 eV
Largest force on an atom ... 0.1039 hartree/bohr
Relative energy (zero: lowest compared OMol25 entry of this formula, charge and spin) ... 109.7 kcal per mole
Net charge ... 0
LUMO level ... -1.071 eV
SMILES ... O/N=c1\ncnn[nH]1
Electronic energy ... -426.88276 a.u.

Element x y z (Å)
O1 -2.71 0.28 -0.08
N1 1.74 -0.94 -0.05
N2 2.18 0.27 -0.24
N3 -0.13 1.06 0.19
N4 -1.69 -0.64 -0.20
N5 0.47 -1.20 0.27
C1 -0.50 -0.24 0.03
C2 1.20 1.33 0.03
H1 -2.31 1.23 0.31
H2 1.55 2.33 0.02
H3 0.26 -2.21 0.22

The following is a DFT calculation (ωB97M-V with the def2-TZVPD basis set) of a cluster of 3 separate species, CH8N2O3 in total.

Calculated values
Gap between HOMO and LUMO ... 11.121 eV
Largest force on an atom ... 0.0700 hartree/bohr
Relative energy (zero: lowest compared OMol25 entry of this formula, charge and spin) ... 46.3 kcal per mole
Net charge ... 0
LUMO level ... 0.294 eV
SMILES ... NC(N)=O.O.O
Electronic energy ... -378.11382 a.u.

Element x y z (Å)
O1 1.34 2.24 -0.43
O2 -1.51 -0.88 1.19
O3 -1.35 1.44 -0.39
N1 -0.48 -1.78 -0.71
N2 0.82 -0.94 0.97
C1 -0.49 -1.17 0.57
H1 1.95 1.54 -0.03
H2 -1.33 0.59 0.24
H3 0.51 1.70 -0.40
H4 0.34 -1.64 -1.30
H5 1.00 -0.45 1.84
H6 -1.04 2.35 -0.69
H7 1.57 -1.32 0.38
H8 -1.32 -1.67 -1.24

The following is a DFT calculation (ωB97M-V with the def2-TZVPD basis set) of a structure of composition C46H63Cl3N4O4PSSbSe4Ti.

Calculated values
Gap between HOMO and LUMO (alpha / beta) ... 5.704 / 4.179 eV
Largest force on an atom ... 0.0772 hartree/bohr
Relative energy (zero: lowest compared OMol25 entry of this formula, charge and spin) ... 91.5 kcal per mole
Net charge ... +1
Expectation value of S² ... 0.90
LUMO level (alpha / beta) ... -4.775 / -6.237 eV
Multiplicity ... 2
Electronic energy ... -15125.93356 a.u.

Element x y z (Å)
Sb1 -5.98 -1.18 -2.42
Se1 -2.33 -0.47 0.14
Se2 -4.38 -0.55 -4.12
Se3 -7.65 0.43 -1.94
Se4 -5.18 -2.66 -0.78
Ti1 -0.64 -0.48 -1.17
Cl1 -3.81 -2.69 2.62
Cl2 3.74 -0.35 6.54
Cl3 3.44 -5.04 4.28
S1 -5.19 -3.50 5.09
P1 -0.39 2.31 -0.75
O1 -0.21 -5.20 -0.86
O2 -0.79 -4.07 3.45
O3 -5.21 1.66 0.74
O4 -1.57 0.24 -2.87
N1 0.68 -1.45 0.37
N2 1.25 -0.58 -2.86
N3 -0.85 -2.15 -2.28
N4 1.22 -3.38 1.34
C1 -3.95 -3.72 3.93
C2 1.75 1.20 2.56
C3 0.32 2.42 0.87
C4 0.82 1.97 3.49
C5 2.03 3.31 -1.67
C6 2.00 4.98 -3.61
C7 2.37 -2.71 1.14
C8 0.33 3.81 1.71
C9 0.86 -2.09 4.30
C10 5.72 0.03 -1.22
C11 2.43 0.18 -3.23
C12 2.83 -1.33 5.41
C13 3.74 -0.37 -2.53
C14 -0.60 -3.54 -4.08
C15 -1.91 -2.98 -2.36
C16 4.70 0.52 -1.97
C17 0.71 3.47 3.22
C18 5.88 -1.37 -1.03
C19 1.69 1.83 1.14
C20 2.82 3.83 -2.89
C21 3.41 -2.55 5.16
C22 0.73 4.33 -4.23
C23 0.58 -4.50 3.43
C24 -2.43 5.15 -2.02
C25 -3.03 -4.68 4.32
C26 -3.38 -5.23 5.57
C27 -3.79 4.69 -2.53
C28 -1.75 -5.09 3.58
C29 2.69 -3.54 4.54
C30 2.01 -1.51 0.63
C31 4.92 -2.24 -1.62
C32 0.19 -2.65 0.80
C33 -3.15 2.46 -1.60
C34 -2.13 4.58 -0.59
C35 -1.77 -3.80 -3.44
C36 -2.16 3.07 -0.63
C37 1.42 -3.35 4.04
C38 -4.52 -4.73 6.07
C39 -4.33 3.42 -1.82
C40 1.56 -1.12 5.04
C41 0.48 3.38 -1.89
C42 3.89 -1.72 -2.43
C43 1.10 -4.67 1.96
C44 -0.05 -2.45 -3.35
C45 1.05 -1.59 -3.66
C46 0.14 3.19 -3.39
H1 3.37 -3.08 1.50
H2 -5.95 1.43 1.28
H3 1.21 1.81 4.50
H4 -0.32 1.71 1.31
H5 -2.85 5.02 0.17
H6 -0.13 1.47 3.47
H7 0.16 4.48 -1.67
H8 1.66 3.96 3.43
H9 -3.45 1.46 -1.25
H10 -0.96 0.45 -3.63
H11 0.99 3.86 -5.14
H12 -1.36 -5.95 4.14
H13 3.21 -2.37 -2.88
H14 2.74 -0.68 0.26
H15 -0.06 3.87 3.87
H16 -2.75 -2.99 -1.63
H17 -2.63 2.34 -2.51
H18 -0.71 -4.34 -1.02
H19 -4.91 2.87 -2.55
H20 5.04 -3.31 -1.38
H21 -2.20 6.25 -2.04
H22 2.02 -5.28 1.99
H23 0.38 -5.27 1.41
H24 6.51 0.66 -0.77
H25 -0.66 4.27 1.57
H26 1.58 -1.81 -4.59
H27 0.84 -5.41 4.01
H28 -5.05 -5.12 6.93
H29 2.41 2.65 1.12
H30 2.31 3.93 -0.82
H31 0.90 -0.22 5.31
H32 2.04 1.13 0.44
H33 -0.04 -1.81 3.85
H34 -0.93 3.17 -3.57
H35 6.76 -1.75 -0.40
H36 -1.65 4.67 -2.55
H37 2.80 1.25 2.89
H38 2.35 1.22 -3.09
H39 -2.46 2.65 0.30
H40 3.79 4.18 -2.58
H41 -4.50 5.47 -2.34
H42 4.42 -2.81 5.60
H43 0.60 2.26 -3.71
H44 -0.06 5.07 -4.36
H45 2.56 5.48 -4.40
H46 1.76 5.64 -2.87
H47 -3.82 4.53 -3.63
H48 1.20 4.40 1.26
H49 1.51 0.18 2.50
H50 2.96 3.07 -3.69
H51 -2.50 0.09 -3.19
H52 -2.79 -6.01 6.08
H53 -2.03 -5.47 2.60
H54 -5.53 1.68 -0.17
H55 -2.49 -4.46 -3.87
H56 2.55 0.08 -4.27
H57 -4.73 3.77 -0.78
H58 -0.77 -3.08 0.77
H59 2.29 2.28 -1.47
H60 4.61 1.62 -2.17
H61 -0.37 -3.90 -5.15
H62 -1.16 4.95 -0.28
H63 -0.06 -5.42 -1.77